# 1
Molecular formula: C6H19NO3
Method: DFT, ωB97M-V/def2-TZVPD

```
29
Properties=species:S:1:pos:R:3:mulliken_charge:R:1
H -0.81843 2.33335 1.29638 0.182
C -1.50637 1.74424 0.65411 -0.421
H -2.27057 -1.05684 -0.68469 0.363
H -1.71625 2.48266 -0.11440 0.363
H -2.13111 -2.37166 0.09266 0.300
H 0.47744 -2.58725 -0.60574 0.268
H -3.60515 1.33655 0.75355 0.281
H -0.18329 -0.85769 -2.01224 0.345
O -2.70227 -1.92219 -0.55300 -0.659
H -2.99388 2.15366 2.15222 0.382
N -0.89083 0.57190 0.05277 -0.037
C -2.75774 1.37871 1.41956 -1.184
H 1.20767 1.05184 -0.10895 0.169
C 2.54836 -2.07858 -0.56295 -0.455
C 1.08209 -1.71037 -0.41995 -0.696
H 0.86524 -1.37894 0.59835 0.357
H 2.30480 2.58548 2.40244 0.326
O 1.67834 3.17878 1.97016 -0.664
H -2.69972 0.40492 1.91076 0.322
H -0.87489 -0.16779 0.74676 0.237
H 1.44059 2.81096 1.11441 0.372
O 2.87398 -2.57590 -1.84736 -0.510
H 2.82052 -2.81663 0.18622 0.316
H 2.09952 -2.56577 -2.41557 0.315
H 1.42787 -0.40618 -2.14333 0.516
H 3.16098 -1.18594 -0.35932 0.265
C 0.32845 0.74091 -0.69344 -0.850
C 0.66249 -0.58520 -1.37088 -0.620
H 0.17221 1.49299 -1.45855 0.417
```

Calculated values
Multiplicity: 1
Lowest unoccupied orbital energy (eV): 0.526
SMILES: CCNCCCCO.O.O
HOMO energy (eV): -9.269
Orbital gap (Ha): 0.3600

---

# 2
Molecular formula: C6H20BFN4O4P
Method: DFT, ωB97M-V/def2-TZVPD

```
37
Properties=species:S:1:pos:R:3:mulliken_charge:R:1
H 2.02528 3.83322 3.05745 0.165
C -0.26708 3.80032 -0.37619 0.720
B -0.34950 -1.93382 -1.68118 0.750
O -2.28819 0.48995 -1.91791 -0.832
H 0.10430 0.81410 -1.99944 -0.023
H 2.69344 -2.99294 -1.91213 0.418
H -2.04839 -2.33789 -0.27092 0.370
H 1.25570 -3.86358 -1.40230 0.058
N 1.35660 3.24200 2.60336 -0.321
C 1.83898 -2.95233 -1.22450 -0.189
H -1.43611 5.37189 0.33813 0.149
P -0.92893 -0.02252 -1.47622 0.445
N -0.57107 4.87365 0.41737 -0.377
H -2.00247 4.07181 -1.45893 0.151
N -0.32568 1.69856 2.69214 -0.267
H -0.83904 -4.62978 -1.84655 0.231
H 0.03078 5.06180 1.19784 0.246
H 2.35063 -3.93913 0.66556 0.284
H -2.51456 -4.22855 -1.57376 0.319
H -1.58502 -4.99497 -0.28697 0.340
O 1.09181 -1.80308 -1.52570 -0.575
H 3.36319 -2.53427 0.29632 0.336
C -1.53487 -4.25483 -1.09244 -1.219
C 0.49957 2.53058 3.39156 0.432
N -1.17431 3.52189 -1.33796 -0.311
F -0.69864 -2.35433 -3.00891 -0.334
H 1.70109 -2.30107 0.82648 0.270
H -1.08387 2.68394 -1.89070 0.143
H -0.95672 1.12376 3.21682 0.183
C 2.35068 -2.93779 0.22552 -1.129
O 0.76505 3.15173 -0.20824 -0.715
O 0.46128 2.63504 4.61255 -0.705
C -1.13302 -2.85785 -0.58099 -0.572
H -0.53598 -2.95217 0.33338 0.249
H 1.32503 3.13567 1.59168 0.293
H -0.23715 1.55715 1.69836 0.258
H -0.70280 0.29386 -0.09258 -0.238
```

Calculated values
Total charge: -1
Multiplicity: 1
Lowest unoccupied orbital energy (eV): 2.803
HOMO energy (eV): -4.887
Orbital gap (Ha): 0.2826

---

# 3
Molecular formula: C6H20FeN8O6
Method: DFT, ωB97M-V/def2-TZVPD

```
41
Properties=species:S:1:pos:R:3:mulliken_charge:R:1
H 3.17498 4.37548 -31.01775 0.334
H 4.94021 -0.28001 -24.77632 0.160
H 2.24347 2.06798 -27.41509 0.203
H 3.34041 1.96516 -30.96205 0.376
H 7.95738 7.50162 -28.06957 0.166
H 8.92795 1.39453 -30.14952 0.247
O 6.58413 4.81420 -27.18032 -0.419
H 6.49220 4.58957 -30.68011 0.218
H 7.38035 3.89520 -32.05737 0.190
N 8.62131 2.13263 -30.75126 -0.463
H 5.88072 1.08595 -24.30297 0.231
C 7.47135 5.61490 -27.37578 0.652
H 6.24877 7.05894 -27.96752 0.252
N 4.56195 0.52664 -27.18380 -0.345
N 2.15892 4.68247 -25.54253 -0.439
H 2.50144 2.72769 -29.60190 0.221
C 5.36071 1.09832 -26.25585 0.582
N 1.89396 2.67970 -26.69482 -0.325
H 4.75125 3.68124 -31.39977 0.225
H 0.98316 2.56142 -26.29739 0.172
H 1.26465 4.58062 -25.09860 0.132
Fe 5.44038 3.38594 -28.14676 1.577
O 5.98419 2.14524 -26.51836 -0.576
O 4.33238 1.84998 -29.17411 -0.914
C 2.71240 3.74516 -26.37180 0.335
O 7.25933 2.91265 -29.10459 -0.582
C 3.50650 2.56319 -30.04102 -0.547
N 7.20476 3.97649 -31.07365 -0.327
H 4.40213 1.02998 -28.09554 0.324
N 7.22127 6.90003 -27.76256 -0.472
N 5.49914 0.51245 -25.03129 -0.470
H 3.86605 -0.12130 -26.85699 0.207
H 9.53234 5.88601 -27.53505 0.146
C 4.06629 3.89362 -30.55610 -0.446
H 2.59024 5.56206 -25.32827 0.217
H 8.81543 2.14297 -31.73335 0.153
H 9.03630 4.34148 -26.96323 0.220
C 7.66862 2.98653 -30.26273 0.475
O 4.69387 4.72260 -29.62208 -0.859
N 8.79237 5.24966 -27.30858 -0.398
O 3.81568 3.84095 -26.88440 -0.428
```

Calculated values
Multiplicity: 5
Lowest unoccupied orbital energy (spin up / spin down) (eV): 0.732 / 0.731
HOMO energy (spin up / spin down) (eV): -6.750 / -5.904
Orbital gap (spin up / spin down) (Ha): 0.2749 / 0.2438

---

# 4
Molecular formula: C6H20N2O3
Method: DFT, ωB97M-V/def2-TZVPD

```
31
Properties=species:S:1:pos:R:3:mulliken_charge:R:1
C -0.46135 0.79764 1.31010 -0.151
H -2.11065 -2.47605 -2.87651 0.317
C -0.25676 -0.25945 -1.52007 -0.591
H -0.29182 3.11560 -0.77652 0.283
C -2.28521 -1.48634 -2.46014 -1.335
H -0.15000 -1.91172 1.41204 0.381
H 1.24782 2.08299 -1.00914 0.331
H -0.37630 1.60971 -2.55190 0.464
O -0.69023 -2.68486 1.63677 -0.673
H 0.69430 -0.45459 -0.95316 0.228
H -0.94405 -2.64953 2.55788 0.290
H 3.81748 -0.10379 0.29701 0.275
H 3.13770 0.65178 1.45127 0.387
O 3.19094 0.60275 0.47206 -0.644
H -2.39991 -0.75652 -3.26456 0.338
C -0.59768 1.21679 -1.56994 -0.811
H -0.97892 -2.17854 -0.89750 0.409
H 2.07836 1.29291 3.12089 0.356
H 2.41772 -0.08651 3.21901 0.361
O 2.88687 0.76169 3.22656 -0.779
H -0.41348 -0.64967 2.70346 0.201
H -1.67285 1.54839 -1.62453 0.396
H -1.92962 -1.00230 -0.35546 0.171
C -1.38380 -1.25516 -1.27879 -0.231
C 0.23011 2.18101 -0.61064 -0.748
H 1.36403 1.44944 0.97633 0.252
N 0.42432 1.75454 0.77123 -0.199
N 0.08851 0.04356 2.17854 -0.520
H 0.22954 -0.50420 -2.49478 0.465
H -3.34587 -1.44285 -2.12488 0.332
H -1.51922 0.79332 1.03538 0.446
```

Calculated values
Multiplicity: 1
Lowest unoccupied orbital energy (eV): 0.694
SMILES: [H]/N=C/NCCCCC.O.O.O
HOMO energy (eV): -9.209
Orbital gap (Ha): 0.3639

---

# 5
Molecular formula: C6H20O6
Method: DFT, ωB97M-V/def2-TZVPD

```
32
Properties=species:S:1:pos:R:3:mulliken_charge:R:1
O -1.96906 -0.85634 -1.95476 -0.483
H -1.75797 1.50935 -2.20720 0.350
H 2.51481 0.24448 1.99486 0.513
H -2.41372 -0.21005 -2.56555 0.376
O -0.27838 -4.01989 0.89450 -0.597
C -0.82707 -1.29549 0.07285 -0.593
H 2.16561 0.24247 -1.69770 0.348
H -0.31964 2.77903 0.76904 0.224
H 2.72346 1.52211 -0.61034 0.359
H -2.55813 1.84306 2.42750 0.319
H -0.85425 3.23901 -0.50441 0.365
H -1.05474 -1.02705 1.12433 0.217
H 2.16917 -1.46049 1.39416 0.325
H -1.14222 -2.32175 -0.25276 0.528
O -1.23465 1.75330 -2.98296 -0.676
C 2.44251 0.49692 -0.67420 -1.575
H 0.56557 0.89762 0.17807 -0.552
O -1.70667 2.30939 2.26117 -0.710
H 1.21310 -2.06572 -0.08547 0.382
C 1.78376 -0.41041 1.62584 -1.494
H -0.47136 1.99253 -2.46751 0.326
O -0.01754 3.03066 -0.15285 -0.610
H -0.78192 -4.15347 1.74443 0.342
H 0.43650 -1.33784 -1.61842 0.369
C 1.34487 0.08196 0.16315 1.717
H 0.16200 -3.26950 1.20174 0.277
C 0.65797 -1.19494 -0.46427 -0.975
H 0.96902 -0.48767 2.34712 0.312
O -1.99099 0.82806 -0.57786 -0.636
C -1.59535 -0.31314 -0.72431 0.507
H -1.38281 1.75878 1.55514 0.324
H 3.20812 -0.10501 -0.21334 0.421
```

Calculated values
Multiplicity: 1
Lowest unoccupied orbital energy (eV): 0.236
SMILES: CC(C)CCC(=O)O.O.O.O.O
HOMO energy (eV): -11.000
Orbital gap (Ha): 0.4129

---

# 6
Molecular formula: C6H21N5O5SYb
Method: DFT, ωB97M-V/def2-TZVPD

```
39
Properties=species:S:1:pos:R:3:mulliken_charge:R:1
H 0.67047 2.59782 -0.13957 0.268
C -2.33610 -2.49042 -2.68712 -1.304
O -1.64858 1.27663 0.18177 -0.747
H 1.01747 2.33048 1.43772 0.295
H -2.43035 -0.67305 4.73580 0.324
H 1.23741 -3.06110 -0.30363 0.358
N -1.16008 0.27401 -0.49404 0.462
H 4.97407 3.18373 0.03273 0.234
N 1.30592 2.09467 0.48558 -0.219
H -1.58737 -0.49211 3.18103 0.212
H 2.66425 -0.49147 -2.31456 0.296
C -3.27541 0.28845 -1.83496 -1.450
H -3.33472 -0.14348 3.29628 0.288
C -1.98468 -0.30964 -1.40912 0.126
H -3.27034 1.35831 -1.59478 0.374
H 1.60564 0.65937 -2.50025 0.311
H 2.78158 3.09568 -0.57217 0.264
N 2.62521 2.62604 0.32585 -0.474
H -0.93392 0.77627 1.59948 0.472
H 5.66608 1.71488 0.64785 0.236
H -3.35957 -2.61197 -2.31105 0.337
N -0.39190 -1.95162 -1.18332 0.342
H -2.21180 0.96718 4.10004 0.209
C -2.36620 -0.08098 3.81248 -0.989
H 0.07169 0.75008 2.87954 0.320
N 4.84909 2.22247 0.34581 -0.425
H -2.40867 -2.06234 -3.69597 0.306
H -4.11352 -0.18168 -1.28484 0.316
H -3.46510 0.15358 -2.90853 0.386
C 3.63238 1.79298 0.76171 0.489
O -0.35174 0.19273 2.19435 -0.781
O 2.06541 0.11343 -1.82843 -0.556
S 3.39301 0.42019 1.71003 -0.380
C -1.55285 -1.60408 -1.79626 0.351
O -0.02171 -3.19358 -1.30476 -0.710
Yb 1.12298 -0.52719 0.25854 1.370
H -1.87738 -3.47678 -2.76044 0.365
O 1.84481 -2.48848 0.29477 -0.583
H 2.55453 -3.04902 0.64240 0.308
```

Calculated values
Total charge: +1
Multiplicity: 2
Lowest unoccupied orbital energy (spin up / spin down) (eV): -3.181 / -4.261
HOMO energy (spin up / spin down) (eV): -9.681 / -9.666
Orbital gap (spin up / spin down) (Ha): 0.2389 / 0.1986

---

The records above give, respectively, max |F| values of 1.32, 0.36, 2.55, 2.78, 4.64, 3.10 eV/Å.